Here is the molecule CH4N3P at a distorted geometry from the Open Molecules 2025 dataset. Energies are from wB97M-V/def2-TZVPD.

Results
2S+1 = 3
Energy relative to the best compared isomer or geometry (same formula, charge and spin) = 325.4 kJ/mol
LUMO energy (spin up / spin down) = 0.7970 / -2.2837 eV
<S²> = 2.0214
Frontier orbital gap (spin up / spin down) = 6.437 / 7.356 eV

The geometry in XYZ format:
```
9
Properties=species:S:1:pos:R:3:forces:R:3:lowdin_charge:R:1
P 0.040 -0.212 -0.956 0.1450 -1.6911 -1.5708 0.766
N -1.490 1.010 0.506 -2.6027 1.5047 -1.9464 -0.217
N -0.756 0.535 1.389 2.9783 -2.6870 1.9434 -0.034
N -1.223 0.904 -0.741 0.2253 2.1448 -0.3141 -0.198
C 0.491 -0.180 0.780 -2.5376 0.4215 0.9662 -0.343
H 0.504 -1.183 1.241 0.4356 0.5419 -0.0974 0.076
H 1.333 0.421 0.939 1.5246 0.4862 0.4624 0.042
H 0.997 0.281 -1.899 -0.9048 0.1754 0.5002 -0.010
H 0.104 -1.576 -1.259 0.7363 -0.8963 0.0565 -0.081
```
Positions in Å, forces in eV/Å.

=====

Here is a cluster of 8 separate species, C32H80O16 in total at a distorted geometry from the Open Molecules 2025 dataset. Energies are from wB97M-V/def2-TZVPD.

Results
2S+1 = 1
Energy relative to the best compared isomer or geometry (same formula, charge and spin) = 145.4 kJ/mol
LUMO energy = 0.5055 eV
Frontier orbital gap = 9.956 eV
SMILES = COCCOC.COCCOC.COCCOC.COCCOC.COCCOC.COCCOC.COCCOC.COCCOC

The geometry in XYZ format:
```
128
Properties=species:S:1:pos:R:3:forces:R:3:lowdin_charge:R:1
O -0.489 -1.559 -0.925 -0.1751 -0.5339 0.5226 -0.189
O -2.001 -4.737 1.255 0.8231 -0.0895 -0.0199 -0.196
O -0.971 1.319 -0.591 -0.1663 -0.3638 -0.2798 -0.172
O -1.224 -5.517 -4.847 0.5804 -0.1220 -0.0906 -0.177
O 3.708 -2.806 -7.349 0.0346 0.3334 -0.1573 -0.179
O -1.984 -0.380 7.125 -0.6370 0.5088 0.1233 -0.176
O -4.414 7.010 1.549 -0.3498 0.0055 -0.2661 -0.187
O 5.606 -0.556 2.023 -0.5921 -0.7604 0.7036 -0.180
O -1.764 6.235 -0.098 0.3870 -0.2960 0.1690 -0.212
O -0.310 4.572 2.987 -0.0525 -0.1129 -0.4274 -0.200
O -1.760 0.228 4.329 0.8877 0.5582 -0.0106 -0.178
O 2.995 3.527 1.988 -0.9225 0.5098 -0.9980 -0.193
O -4.983 -3.961 1.481 -0.3232 -0.3393 -0.0126 -0.194
O 6.971 1.264 3.717 0.2247 0.2095 0.1820 -0.188
O -2.335 -2.432 -6.370 -1.0204 0.4070 -0.0786 -0.199
O 2.849 -1.688 -4.840 0.3446 0.2494 0.3104 -0.168
C 0.009 0.572 0.115 -0.1775 0.4111 0.5154 -0.195
C -2.382 -1.727 -7.604 1.1871 -1.2119 -0.0527 -0.091
C -1.998 -1.235 8.238 0.9402 0.1314 0.3057 -0.123
C 7.017 2.665 3.843 -0.6857 0.1611 0.6781 -0.119
C 3.506 -3.611 -8.490 -0.1210 0.4675 0.1089 -0.104
C -2.503 7.417 0.095 -0.2592 0.8200 -0.6429 -0.227
C -3.109 -5.577 1.139 -0.8298 -0.2548 0.7387 -0.245
C 5.689 0.714 4.054 1.1519 0.1951 -0.5048 -0.175
C 0.519 -0.626 -0.639 -0.0241 0.2312 -0.9639 -0.201
C -4.212 -2.827 1.080 -0.3827 -1.2264 -0.4720 -0.078
C -3.084 -0.532 6.242 1.1733 -1.0707 0.0559 -0.211
C 2.718 -1.121 -3.565 -0.7620 0.1876 0.3602 -0.125
C -4.240 -5.055 2.002 -0.3078 0.5320 0.5285 -0.204
C 3.632 -3.491 -6.131 0.7110 0.1901 0.4547 -0.221
C 1.830 4.350 1.974 0.5668 0.4743 0.5143 -0.202
C -2.924 0.419 5.081 -1.4806 -0.5272 -0.5460 -0.215
C -4.493 5.592 1.366 0.3010 0.9616 0.2778 -0.073
C -1.927 -4.321 -5.076 -1.4413 -0.7469 -0.9840 -0.201
C -1.391 2.412 0.192 0.1042 0.8228 0.0794 -0.095
C 4.863 -0.965 0.886 0.7997 0.2898 0.2282 -0.104
C -1.413 6.053 -1.461 -0.1320 0.6954 0.4403 -0.101
C -1.242 4.173 3.982 0.7324 0.2314 -0.0678 -0.087
C 4.946 0.451 2.775 0.0838 0.0018 -0.7977 -0.211
C 0.172 -5.320 -4.705 -0.2288 0.3323 0.6604 -0.109
C -1.522 -3.576 -6.367 0.1396 0.3453 1.1177 -0.210
C 3.966 -2.537 -4.986 -0.5908 -0.5737 -0.9921 -0.202
C -1.803 -0.870 3.447 -0.2638 -0.4457 0.4386 -0.105
C -1.348 -1.372 -2.034 0.3294 -0.5894 0.0518 -0.082
C -0.978 -5.028 0.309 -0.7229 0.6869 -0.4565 -0.084
C -3.098 7.497 1.498 0.7193 -0.7310 -0.1923 -0.200
C 0.936 3.915 3.101 -0.6368 -0.5800 0.8112 -0.219
C 3.706 3.670 0.760 0.8133 -1.4167 0.9108 -0.101
H 1.762 -0.596 -3.520 -0.0052 -0.0310 -0.3438 0.070
H 3.467 -0.368 -3.299 0.3609 -0.2670 -0.1238 0.093
H 1.260 4.285 1.042 0.0618 -0.3315 -0.0870 0.112
H -0.461 0.206 1.037 0.1971 0.0870 0.1044 0.110
H 1.299 4.034 4.130 0.5859 0.5394 -0.2032 0.131
H 4.891 -2.021 -5.261 -0.0763 0.3479 0.1358 0.131
H 0.808 1.285 0.363 0.3219 -0.4098 0.1845 0.128
H -0.556 5.388 -1.537 -0.1764 -0.2656 0.1114 0.080
H -4.058 -0.498 6.738 -0.0209 0.5361 0.0713 0.130
H -1.982 -2.290 7.951 -0.2729 -0.0813 -0.0607 0.088
H -3.981 5.175 2.235 -0.2490 -0.6415 -0.0457 0.075
H -3.532 -5.714 0.132 0.4271 0.3917 -0.2604 0.137
H -2.069 -0.569 -1.891 0.2270 0.2213 -0.1584 0.086
H -3.783 0.187 4.428 -0.1300 0.2037 0.0157 0.127
H -1.376 -4.697 -0.658 0.2083 -0.5016 -0.3148 0.083
H -0.105 -4.398 0.462 -0.0659 -0.0273 0.5161 0.083
H 4.415 -4.263 -6.068 -0.2663 -0.3184 -0.2941 0.127
H -1.394 -1.267 -7.685 -0.3069 0.7015 -0.4621 0.091
H 4.129 -4.504 -8.426 -0.0350 -0.1661 -0.2414 0.087
H -1.242 2.222 1.257 -0.2526 -0.0662 0.0872 0.082
H -2.285 5.684 -2.005 0.1422 -0.1071 -0.2567 0.092
H -2.468 -2.432 -8.443 -0.0218 -0.0832 0.0442 0.082
H -3.686 -3.148 0.177 0.3101 0.6226 -0.0309 0.081
H -1.102 7.021 -1.869 -0.0318 -0.0535 -0.2492 0.086
H -1.691 -4.162 -7.275 -0.0277 -0.3116 0.1504 0.129
H -1.058 -1.032 8.754 0.0172 -0.1234 -0.0111 0.088
H -0.700 -6.082 0.309 -0.0276 -0.0774 -0.0401 0.088
H -0.748 -1.296 -2.947 -0.1797 0.4602 -0.1147 0.086
H 0.613 -6.202 -4.245 -0.1265 -0.1678 -0.1772 0.089
H 5.023 -0.179 0.139 -0.4850 -0.2697 -0.3906 0.088
H -3.288 7.491 -0.674 -0.3655 -0.2364 0.2915 0.130
H 0.674 -5.097 -5.647 -0.0197 -0.0958 -0.0948 0.065
H -3.960 -4.734 3.013 0.7968 -0.2802 -0.0378 0.127
H 2.452 -3.864 -8.640 -0.0588 -0.2962 0.2988 0.084
H -4.904 -5.907 2.173 -0.4187 0.2876 -0.3163 0.122
H -2.234 4.417 3.610 -0.0427 -0.1477 0.0501 0.069
H -3.054 1.461 5.370 0.5410 0.0631 0.0860 0.125
H 0.336 -4.488 -4.009 0.2074 0.0994 -0.0755 0.091
H 6.782 2.953 4.879 -0.0329 0.0067 -0.0443 0.086
H -4.002 5.246 0.456 0.0981 0.1007 -0.0568 0.077
H 5.287 -1.913 0.558 0.1340 0.1295 -0.1721 0.087
H -2.961 -4.645 -5.243 0.0599 -0.0663 -0.0842 0.128
H 8.010 3.064 3.652 0.0455 -0.3092 -0.4063 0.086
H 4.449 4.469 0.811 -0.2495 0.2552 -0.1583 0.090
H 3.892 0.206 2.940 -0.0132 -0.1513 0.1287 0.128
H -2.425 2.694 -0.004 -0.1844 -0.5042 -0.0485 0.090
H -2.773 -1.034 8.983 -0.4231 0.0138 -0.3361 0.086
H 4.170 -3.148 -4.101 -0.2159 0.1363 0.2356 0.123
H 1.050 -0.321 -1.550 -0.2291 0.1278 -0.1006 0.101
H -3.497 -2.512 1.839 -0.0471 0.0526 0.0580 0.066
H -2.050 -3.706 -4.177 0.8811 0.4000 -0.1497 0.114
H -0.827 -1.074 3.014 0.1811 0.4085 0.0962 0.087
H -1.889 -2.316 -2.114 -0.1231 0.0688 0.0071 0.070
H -1.047 4.739 4.900 -0.1159 -0.1111 0.0786 0.092
H 3.768 -2.996 -9.348 0.2973 -0.1131 -0.0261 0.087
H -2.910 -6.598 1.499 0.3744 0.0442 -0.0097 0.126
H 3.089 3.707 -0.138 -0.2667 0.3123 0.1545 0.087
H -4.949 -2.066 0.836 0.1729 0.1972 0.0778 0.092
H 4.981 1.350 2.150 -0.2288 0.3134 0.2680 0.100
H -2.518 -0.712 2.637 -0.1254 0.0870 -0.0431 0.079
H 6.255 3.139 3.211 0.2352 0.1444 -0.1581 0.081
H -3.014 -1.554 5.839 -0.1799 -0.0385 -0.0287 0.112
H 3.803 -1.152 1.084 -0.0527 0.3091 0.1400 0.075
H -3.239 -1.070 -7.692 0.1307 0.3112 0.5687 0.085
H 0.829 2.820 3.048 -0.2608 -0.0237 -0.3757 0.122
H 2.633 -3.913 -5.989 0.0310 -0.1762 0.1126 0.111
H -1.904 8.311 -0.146 0.3874 -0.1655 0.3691 0.123
H -3.063 8.504 1.908 -0.3632 0.1397 -0.2728 0.124
H -0.841 3.333 -0.034 0.3796 -0.1292 -0.0638 0.072
H 5.962 -0.195 4.589 -0.5645 -0.1591 0.0466 0.131
H 2.638 -1.900 -2.796 0.3634 -0.0016 0.0785 0.089
H 4.246 2.718 0.729 0.2840 0.2395 -0.4588 0.064
H -0.457 -3.318 -6.306 0.0274 0.2246 -0.2531 0.113
H -2.069 -1.775 3.999 -0.1546 -0.1485 -0.1741 0.082
H 2.154 5.394 2.049 -0.2001 0.1215 0.2004 0.133
H 5.130 1.410 4.683 -0.0668 -0.1230 0.1180 0.123
H -2.435 6.904 2.148 -0.0508 -0.0813 0.0001 0.122
H 1.262 -1.181 -0.063 -0.0596 0.2397 0.3618 0.123
H -5.551 5.359 1.303 -0.0295 -0.2033 0.2879 0.090
H -1.120 3.105 4.188 -0.3370 -0.0403 0.0019 0.078
```
Positions in Å, forces in eV/Å.

=====

Here is a structure of composition C30H17Cl3N4O13W from the Open Molecules 2025 dataset. Energies are from wB97M-V/def2-TZVPD.

Results
2S+1 = 1
Energy relative to the best compared isomer or geometry (same formula, charge and spin) = 0.0 kJ/mol
LUMO energy = -1.3599 eV
Frontier orbital gap = 7.487 eV

The geometry in XYZ format:
```
68
Properties=species:S:1:pos:R:3:forces:R:3:lowdin_charge:R:1
W -0.020 0.495 0.052 0.2036 -0.2750 -0.7932 2.166
Cl 2.928 4.700 1.944 -0.0046 0.0279 0.0252 0.621
Cl 1.043 5.817 0.040 -0.0460 0.0369 -0.0120 0.622
Cl 3.030 3.908 -0.821 -0.0677 0.0044 0.0674 0.617
O -1.456 -0.596 -0.769 -0.2701 0.1139 -0.2891 -0.186
O 2.236 0.159 -0.192 0.2514 -0.0526 0.0822 -0.022
O -1.552 1.656 0.573 -0.1260 0.4910 0.1588 -0.162
O -1.952 4.131 -4.760 0.0380 -0.0553 -0.0096 0.104
O 4.718 -6.410 0.575 -0.0399 -0.0007 -0.0892 0.080
O 0.877 -1.419 0.339 -0.1239 -0.1863 0.1410 -0.070
O 0.933 -0.292 -4.031 -0.0858 0.0511 -0.0339 0.123
O 0.644 -0.312 -1.816 0.0040 0.2460 -0.1321 -0.132
O 0.907 0.771 1.704 -0.0542 0.1867 0.6336 -0.230
O -2.680 3.587 0.411 -0.1216 -0.0076 -0.1029 0.172
O 0.841 2.360 -0.061 -0.0897 0.0862 -0.0181 -0.237
O 0.260 3.387 1.883 -0.0233 -0.0409 -0.0182 0.096
O 2.682 -5.945 1.099 0.0054 -0.0082 -0.1033 0.086
N -0.740 1.678 -1.740 -0.3658 0.0856 0.0668 0.047
N 3.776 -5.650 0.666 0.0659 0.1429 0.2355 -0.351
N -2.573 -0.875 1.160 0.0918 -0.0033 -0.1873 0.133
N -1.320 -0.431 1.592 -0.0663 -0.4247 0.4852 -0.074
C -1.201 -0.507 2.872 -0.1299 -0.1104 -0.0349 0.007
C -0.337 1.421 -2.969 -0.0600 0.0568 -0.0168 -0.131
C -3.749 -1.201 -0.937 0.0152 -0.0906 0.1447 -0.136
C 2.932 -3.362 0.345 0.1073 0.0484 -0.0484 0.084
C -2.002 2.732 -0.075 0.2341 -0.0788 0.2141 -0.485
C -1.988 3.543 -2.495 0.1079 -0.1657 0.0602 0.120
C -0.052 -0.271 5.045 0.0392 0.0586 -0.0915 -0.017
C -4.774 -1.452 -3.095 0.0238 0.0077 0.0105 -0.070
C -3.653 -1.182 -2.325 -0.0441 -0.0389 -0.0279 -0.011
C -0.092 -0.078 3.658 0.1059 0.0148 -0.0474 -0.128
C 3.992 -4.240 0.257 -0.0591 -0.2352 -0.0070 -0.121
C 1.954 4.370 0.506 0.0436 0.0071 0.0009 -1.493
C 2.050 1.047 3.734 -0.1470 -0.0680 0.0850 0.025
C -1.536 3.293 -3.795 -0.0798 0.1545 -0.0240 -0.261
C -2.567 -0.888 -0.119 0.1109 -0.0412 -0.0625 -0.379
C 2.073 0.841 5.099 0.0516 0.0244 0.0315 -0.050
C 5.450 -2.552 -0.577 -0.0318 -0.0114 0.0117 -0.036
C -6.078 -1.765 -1.097 0.0222 0.0063 0.0069 -0.072
C -4.964 -1.495 -0.322 -0.0443 0.0043 -0.0093 -0.019
C -1.561 2.694 -1.504 -0.1336 0.0677 -0.1540 -0.134
C 1.030 0.185 5.762 -0.0171 -0.0153 0.0041 -0.075
C 2.070 -1.060 0.034 -0.1236 0.0855 0.2200 -0.529
C -0.708 2.203 -4.043 0.0600 -0.1134 0.1420 0.104
C 4.410 -1.639 -0.496 0.0004 -0.0607 0.0193 0.021
C 5.245 -3.870 -0.196 -0.0235 0.0698 -0.0182 0.015
C 3.161 -2.047 -0.036 0.0184 0.0628 0.0068 -0.095
C 0.951 0.579 3.014 0.0024 -0.0203 -0.1549 -0.262
C 0.492 0.177 -3.010 0.2087 -0.0597 0.0573 -0.516
C 0.893 3.275 0.875 0.5469 -0.0542 -0.4435 -0.735
C -5.984 -1.742 -2.483 -0.0217 -0.0065 -0.0097 -0.079
H -6.858 -1.952 -3.085 0.0025 -0.0019 -0.0059 0.104
H -2.064 -0.933 3.376 0.0341 0.0030 0.0360 0.147
H 6.032 -4.607 -0.246 -0.0005 -0.0058 0.0002 0.122
H 1.072 0.046 6.833 0.0170 -0.0003 0.0048 0.105
H 2.843 1.567 3.215 0.0008 0.0084 -0.0136 0.121
H -2.657 4.359 -2.266 -0.0069 0.0151 -0.0181 0.147
H -7.023 -1.992 -0.621 -0.0060 0.0011 0.0006 0.105
H 1.966 -3.690 0.696 -0.0155 0.0096 0.0018 0.136
H -1.581 3.872 -5.612 -0.0149 0.0179 0.0132 0.124
H -0.353 1.939 -5.030 -0.0019 0.0095 -0.0134 0.140
H -2.701 -0.971 -2.794 0.0159 0.0108 0.0147 0.115
H -4.699 -1.443 -4.174 -0.0025 0.0035 -0.0046 0.105
H 4.544 -0.607 -0.791 0.0102 0.0074 -0.0013 0.129
H 6.420 -2.241 -0.938 0.0020 0.0066 0.0014 0.113
H -5.024 -1.504 0.757 0.0149 0.0071 0.0009 0.114
H -0.876 -0.774 5.535 -0.0075 -0.0076 0.0094 0.119
H 2.918 1.202 5.670 0.0002 -0.0008 0.0019 0.111
```
Positions in Å, forces in eV/Å.

=====

Here is a cluster of 2 separate species, H2O4 in total from the Open Molecules 2025 dataset. Energies are from wB97M-V/def2-TZVPD.

Results
2S+1 = 1
Energy relative to the best compared isomer or geometry (same formula, charge and spin) = 42.1 kJ/mol
LUMO energy (spin up / spin down) = -0.5420 / -0.4874 eV
Frontier orbital gap (spin up / spin down) = 9.933 / 9.936 eV

The geometry in XYZ format:
```
6
Properties=species:S:1:pos:R:3:forces:R:3:lowdin_charge:R:1
O -0.495 0.885 0.982 0.4746 -0.2167 0.1997 -0.078
O 1.479 -1.118 -0.695 0.3937 -0.7536 0.3165 -0.042
O 0.633 -0.263 -1.190 -0.1689 0.5000 -0.2196 -0.076
O -1.753 1.015 0.682 -0.7997 0.1530 -0.2003 -0.039
H 2.292 -0.640 -0.434 -0.2300 0.2343 -0.1404 0.117
H -2.155 0.121 0.655 0.3302 0.0830 0.0439 0.118
```
Positions in Å, forces in eV/Å.

=====

Here is a cluster of 2 separate species, C6H9NO2 in total at a distorted geometry from the Open Molecules 2025 dataset. Energies are from wB97M-V/def2-TZVPD.

Results
2S+1 = 1
Energy relative to the best compared isomer or geometry (same formula, charge and spin) = 203.8 kJ/mol
LUMO energy = 0.4473 eV
Frontier orbital gap = 10.463 eV
SMILES = C=C(C)C#N.COC=O

The geometry in XYZ format:
```
18
Properties=species:S:1:pos:R:3:forces:R:3:lowdin_charge:R:1
O 1.492 -1.442 0.778 -0.8471 1.6333 1.7091 -0.122
O -0.432 -0.639 1.761 0.3266 0.3579 0.3796 0.083
N 1.849 0.751 -1.619 -0.4277 -0.5038 0.8329 0.189
C 0.692 -0.451 1.413 1.2522 -2.3816 -1.7298 -0.324
C -0.936 2.162 0.063 0.1376 -0.4312 0.7442 -0.057
C 1.107 -2.806 0.955 -0.1885 -0.0112 0.1578 -0.073
C -0.598 1.222 -1.057 -0.7408 -0.2680 -0.0029 -0.352
C -1.514 0.824 -1.949 0.6240 0.5045 -0.1762 0.081
C 0.778 0.775 -1.181 0.3645 1.2002 -1.6969 -0.214
H 0.450 -2.951 1.815 -0.2703 0.2674 -0.2703 0.086
H -0.996 1.588 0.988 -0.3051 -0.0158 0.0898 0.062
H -2.537 1.165 -1.897 -0.0560 0.1801 0.2046 0.070
H -1.892 2.651 -0.116 0.1178 -0.0002 0.0020 0.085
H 1.307 0.459 1.402 -0.3571 0.0404 0.2432 0.144
H -1.255 0.317 -2.865 0.1545 -0.5501 0.1853 0.073
H -0.161 2.896 0.282 0.0322 0.1447 -0.4845 0.089
H 0.642 -3.147 0.029 0.0062 -0.2028 0.2110 0.094
H 2.003 -3.373 1.197 0.1771 0.0363 -0.3991 0.086
```
Positions in Å, forces in eV/Å.

=====

Here is the molecule C5H6FNS at a distorted geometry from the Open Molecules 2025 dataset. Energies are from wB97M-V/def2-TZVPD.

Results
2S+1 = 1
Energy relative to the best compared isomer or geometry (same formula, charge and spin) = 155.5 kJ/mol
LUMO energy = 0.7472 eV
Frontier orbital gap = 9.517 eV

The geometry in XYZ format:
```
14
Properties=species:S:1:pos:R:3:forces:R:3:lowdin_charge:R:1
S 1.784 -0.031 0.004 1.6202 -0.5905 0.6611 0.948
F -1.414 1.620 -0.041 -0.6815 0.1740 -0.0224 -0.016
N -1.693 -1.040 -0.028 -0.1514 -0.2379 0.4799 0.061
C -0.119 1.143 -0.023 0.7035 0.3895 -0.3029 -0.406
C 0.336 0.074 -1.064 -0.7049 0.6439 1.0173 -0.425
C -0.443 -1.177 -0.740 -0.4746 0.7803 1.9676 -0.265
C 0.289 0.162 1.099 0.0354 0.4598 -0.0538 -0.359
C -0.478 -1.122 0.814 -0.8661 -0.0280 -2.5101 -0.228
H -0.300 -2.042 -1.341 0.1524 -0.6797 -0.1719 0.125
H -2.104 -0.118 -0.023 0.0045 -0.0722 -0.2562 0.080
H 0.520 2.053 -0.084 -0.4068 -0.8206 0.2069 0.136
H 0.479 0.325 -2.078 0.1787 0.3956 -1.0710 0.101
H 0.395 0.514 2.137 0.0811 -0.1964 -0.5363 0.123
H -0.457 -2.023 1.380 0.5097 -0.2177 0.5918 0.122
```
Positions in Å, forces in eV/Å.